<one>
Formula: C5H14S
Source: OMol25
Level of theory: the ωB97M-V functional and the def2-TZVPD basis

```
20
C5H14S | OMol25 | the ωB97M-V functional and the def2-TZVPD basis
C -1.12 0.03 1.54
C -1.57 1.14 0.59
S -0.42 1.46 -0.82
C 0.36 2.87 0.04
H -0.22 -0.54 1.28
H -1.90 -0.67 1.85
H -0.80 0.49 2.48
H -2.59 1.05 0.14
H -1.66 2.05 1.21
H 0.96 2.36 0.80
H 1.02 3.33 -0.68
H -0.35 3.60 0.43
C 0.82 -1.89 -1.77
C 1.21 -2.50 -0.40
H 1.59 -1.15 -2.10
H 0.65 -2.60 -2.63
H 0.02 -1.15 -1.73
H 0.44 -2.26 0.34
H 2.15 -2.05 -0.12
H 1.41 -3.57 -0.45
```

Charge   0
E_LUMO   0.03591 Ha

<two>
Formula: C5H14S
Source: OMol25
Level of theory: the ωB97M-V functional and the def2-TZVPD basis

```
20
C5H14S | OMol25 | the ωB97M-V functional and the def2-TZVPD basis
C -0.12 0.65 -1.42
C 0.98 1.59 -1.04
S 0.70 2.88 0.12
C -0.54 2.34 1.27
H -0.12 -0.39 -1.04
H -0.44 0.54 -2.45
H -1.11 0.82 -0.91
H 1.77 0.94 -0.65
H 1.44 1.92 -1.97
H -1.18 1.48 1.13
H -0.07 2.29 2.26
H -1.17 3.22 1.32
C 0.04 -1.73 0.94
C 0.04 -2.88 -0.04
H 0.48 -1.90 1.93
H 0.54 -0.86 0.54
H -0.95 -1.29 1.14
H 0.92 -3.08 -0.66
H -0.45 -3.80 0.29
H -0.80 -2.73 -0.76
```

Charge   0
E_LUMO   0.03425 Ha

Which one is most stable, and which one is least stable? <one> is the most stable of them, while <two> is the least stable.

<one>
Formula: C6H10S2
Source: OMol25
Level of theory: the ωB97M-V functional and the def2-TZVPD basis

```
18
C6H10S2 | OMol25 | the ωB97M-V functional and the def2-TZVPD basis
C -1.18 0.19 -0.19
C -2.32 0.66 -0.78
C -0.02 1.16 -0.05
C 1.34 0.56 0.32
C -1.07 -1.11 0.29
C 1.77 -0.49 -0.63
S -2.31 -2.30 0.02
S 2.76 -1.82 -0.21
H -3.20 0.04 -0.85
H -2.40 1.66 -1.15
H 0.08 1.69 -1.00
H -0.29 1.91 0.70
H 2.06 1.40 0.32
H 1.31 0.16 1.34
H -0.21 -1.48 0.81
H 1.58 -0.39 -1.68
H -1.62 -3.33 0.49
H 2.79 -1.61 1.11
```

Charge   0
E_LUMO (spin up / spin down)   0.02017 / -0.00708 Ha

<two>
Formula: C6H10S2
Source: OMol25
Level of theory: the ωB97M-V functional and the def2-TZVPD basis

```
18
C6H10S2 | OMol25 | the ωB97M-V functional and the def2-TZVPD basis
C 0.90 0.25 -2.12
C 0.34 -0.27 -0.85
C 0.44 -1.83 -0.95
S 1.40 0.48 0.44
C 0.65 -0.14 1.87
C -0.67 0.07 2.06
C -1.58 0.74 1.04
S -1.46 0.23 -0.67
H 1.04 1.34 -2.15
H 1.90 -0.20 -2.27
H 0.25 -0.01 -2.98
H 1.51 -2.11 -0.94
H -0.16 -2.29 -0.12
H -0.01 -2.13 -1.93
H 1.30 -0.77 2.48
H -1.20 -0.34 2.93
H -2.63 0.49 1.31
H -1.55 1.84 1.13
```

Charge   0
E_LUMO   0.02789 Ha

Which one is most stable, and which one is least stable? <two> is the most stable of them, while <one> is the least stable.

<one>
Formula: C7H38O13
Source: OMol25
Level of theory: the ωB97M-V functional and the def2-TZVPD basis

```
58
C7H38O13 | OMol25 | the ωB97M-V functional and the def2-TZVPD basis
C -1.17 0.71 -0.39
O -0.72 0.60 -1.76
C 0.02 0.32 0.47
C -0.36 0.39 1.93
C 0.67 -0.16 2.90
C 2.63 -1.51 2.65
C 1.30 -1.51 2.69
C 0.51 -2.74 3.03
H -1.58 1.76 -0.23
H -2.03 -0.01 -0.40
H -1.06 -0.04 -2.40
H 0.26 -0.73 0.27
H 0.93 0.76 0.04
H -0.61 1.45 2.21
H -1.38 -0.03 2.07
H 1.42 0.62 2.98
H 0.40 -0.08 3.96
H 3.24 -0.61 2.67
H 3.12 -2.46 2.45
H 1.14 -3.57 3.35
H -0.16 -2.52 3.85
H -0.03 -3.01 2.11
H -1.72 3.12 -0.32
H -1.29 4.39 0.54
O -2.00 3.73 0.38
H -1.33 -3.38 0.06
H -1.69 -2.48 -1.22
O -1.01 -2.99 -0.76
H 1.16 -2.87 0.07
H 1.40 -4.11 -0.65
O 1.88 -3.48 -0.10
H 1.29 -1.38 -2.73
H 0.39 -2.06 -3.83
O 0.95 -1.32 -3.64
H 2.27 1.25 -3.15
H 2.30 2.66 -2.47
O 2.81 1.84 -2.62
H -2.03 -3.39 -2.94
H -3.55 -2.60 -3.08
O -2.63 -2.65 -2.79
H -4.32 0.07 -2.43
H -3.34 -0.76 -1.89
O -4.30 -0.78 -1.98
H 0.01 3.61 1.95
H 1.21 3.86 1.03
O 0.31 4.18 1.23
H 0.09 2.26 -3.06
H -0.12 2.84 -1.67
O 0.28 3.04 -2.53
H -2.57 2.77 1.93
H -3.52 1.54 1.98
O -3.30 2.36 2.44
H 2.35 -0.05 -1.26
H 3.13 -1.45 -0.96
O 2.30 -1.01 -1.13
H 2.80 1.39 0.97
H 2.75 2.00 -0.36
O 2.50 2.21 0.55
```

Charge   0
E_LUMO   -0.00638 Ha

<two>
Formula: C7H38O13
Source: OMol25
Level of theory: the ωB97M-V functional and the def2-TZVPD basis

```
58
C7H38O13 | OMol25 | the ωB97M-V functional and the def2-TZVPD basis
C 2.10 -2.20 0.38
C 1.26 -2.11 -0.94
C 1.66 -1.04 -1.89
C 2.71 -1.14 -2.69
C 0.98 0.33 -1.88
C 0.28 0.73 -0.65
C -0.64 1.69 -0.50
H 2.27 -1.23 0.93
H 1.39 -2.72 1.00
H 2.99 -2.83 0.36
H 0.29 -1.81 -0.51
H 0.98 -3.07 -1.36
H 3.22 -0.35 -3.29
H 3.14 -2.10 -3.04
H 0.15 0.18 -2.65
H 1.79 1.01 -2.14
H 0.35 0.10 0.23
H -1.19 1.91 0.42
H -1.18 2.24 -1.27
H 1.96 3.33 0.59
H 2.41 4.44 1.54
O 1.67 3.85 1.34
H -0.26 -0.07 3.61
H -0.57 -1.42 4.26
O -0.51 -1.00 3.39
H -4.17 0.36 0.50
H -5.04 1.53 0.32
O -4.65 1.01 1.03
H 4.23 2.05 1.53
H 2.94 2.11 2.42
O 3.84 2.44 2.32
H -0.04 2.32 3.95
H 1.17 1.71 3.16
O 0.25 1.58 3.41
H -1.80 -1.44 2.39
H -3.13 -0.59 2.11
O -2.71 -1.45 2.01
H -1.24 -1.27 -4.40
H -1.94 -2.02 -3.19
O -1.94 -1.24 -3.75
H 4.04 1.93 -1.91
H 3.63 3.35 -1.76
O 3.63 2.51 -1.28
H -4.02 -3.38 0.18
H -3.37 -2.08 0.47
O -3.42 -2.76 -0.26
H -3.26 -0.41 -1.81
H -4.66 0.16 -2.40
O -4.20 -0.24 -1.67
H -1.13 -4.10 -1.21
H -2.33 -3.29 -1.22
O -1.70 -3.72 -1.89
H 3.64 -0.38 -0.46
H 4.53 -0.03 -1.59
O 4.53 -0.04 -0.62
H -3.21 2.26 2.39
H -2.81 3.64 2.83
O -2.89 2.74 3.17
```

Charge   0
E_LUMO   0.00645 Ha

Which one is most stable, and which one is least stable? <two> is the most stable of them, while <one> is the least stable.